Record 1
C36H36F6N6O6S2Ti | the ωB97M-V functional and the def2-TZVPD basis

Its net charge is 0. The calculated total energy is -4418.504825 Ha.

XYZ file:
```
93
Properties=species:S:1:pos:R:3:forces:R:3:mulliken_charge:R:1
Ti 0.2697 -0.3461 0.3820 0.21 0.64 1.11 -3.86
C 2.6410 3.1463 -0.6903 -0.04 -0.09 -0.09 -1.56
C 1.5313 3.2696 0.3719 -0.03 -0.04 -0.11 -0.24
C 0.1527 2.7315 -0.0564 0.21 0.11 -0.07 -1.41
N -0.3050 1.5816 0.7127 -0.77 0.62 0.54 1.73
C -1.1628 1.7858 1.7072 0.05 0.00 -0.25 0.50
C -1.3243 3.0483 2.3098 0.06 0.01 0.02 -0.63
C -2.2672 3.5164 3.2015 -0.08 -0.19 -0.06 -0.74
C -3.3543 2.8601 3.7486 -0.22 -0.03 0.12 -0.69
C -3.6872 1.5218 3.5831 0.16 0.39 0.10 -0.80
C -3.0192 0.5195 2.9125 0.14 -0.33 -0.24 -0.80
C -1.8613 0.5468 2.1021 -0.26 0.28 0.22 1.21
N -1.3344 -0.5199 1.5255 -0.74 0.38 0.51 2.00
C -1.5907 -1.8655 1.9761 -0.10 -0.68 0.24 -0.94
C -0.4136 -2.3508 2.8625 0.01 0.22 0.10 -0.66
C 0.4299 -1.1823 3.3805 -0.29 -0.29 0.29 -1.43
N 1.0753 -0.5102 2.2726 0.74 0.07 0.42 0.90
C 2.0997 0.2955 2.5141 0.29 -0.20 -0.02 1.53
C 2.4094 0.8008 3.7937 -0.15 0.01 -0.01 -0.64
C 3.4605 1.5880 4.2233 0.10 -0.03 -0.12 -0.74
C 4.6072 1.9736 3.5476 0.22 0.04 -0.08 -0.73
C 4.9402 1.6654 2.2358 -0.20 0.09 0.37 -0.47
C 4.1671 1.0833 1.2536 -0.34 -0.34 -0.29 -1.22
C 2.8331 0.6176 1.2775 0.45 0.26 0.57 0.82
N 2.1261 0.3301 0.1963 0.47 0.03 0.12 1.26
C 2.7050 0.5195 -1.1142 0.34 0.17 -0.78 -1.34
C 2.5901 1.9630 -1.6700 0.03 -0.19 0.20 -0.42
H 3.5996 3.1552 -0.1685 0.03 0.13 -0.09 0.37
H 2.6074 4.0417 -1.3190 0.08 -0.01 0.08 0.59
H 1.4473 4.3311 0.6203 -0.03 -0.05 0.11 0.72
H 1.8244 2.7533 1.2887 -0.04 0.18 -0.02 -0.02
H 0.1955 2.4013 -1.0962 -0.08 0.11 0.09 -0.35
H -0.5976 3.5338 -0.0113 0.09 -0.26 -0.05 1.02
H -0.5671 3.7703 2.0379 0.03 0.02 -0.05 0.43
H -2.1503 4.5540 3.4859 0.03 0.07 0.05 0.40
H -4.0079 3.4501 4.3762 -0.05 0.00 0.04 0.35
H -4.5978 1.2088 4.0818 0.01 -0.05 0.01 0.40
H -3.5019 -0.4474 2.9815 0.05 0.04 -0.04 0.27
H -1.6921 -2.4892 1.0845 -0.13 0.01 0.26 -0.17
H -2.5147 -1.9480 2.5576 0.11 0.08 -0.27 0.83
H 0.2409 -3.0099 2.2939 -0.07 -0.04 0.13 -0.08
H -0.8094 -2.9065 3.7155 0.08 -0.03 -0.07 0.53
H 1.1972 -1.5953 4.0528 -0.15 0.22 -0.02 0.82
H -0.2093 -0.4899 3.9591 0.20 -0.14 -0.03 0.31
H 1.6670 0.5955 4.5543 -0.03 -0.06 -0.03 0.35
H 3.3965 1.9148 5.2558 -0.02 -0.02 0.00 0.37
H 5.3379 2.5453 4.1032 0.01 0.00 0.08 0.35
H 5.9297 1.9713 1.9139 -0.01 0.00 0.01 0.37
H 4.6577 1.0102 0.2927 -0.06 0.03 0.02 0.45
H 2.1937 -0.1554 -1.8110 0.27 0.23 0.13 0.27
H 3.7556 0.2022 -1.1096 -0.24 -0.03 0.01 0.81
H 1.6807 2.0342 -2.2681 0.05 -0.03 -0.06 -0.07
H 3.4137 2.1032 -2.3731 -0.05 -0.06 -0.09 0.69
C -4.6227 -1.2389 -2.9875 0.07 -0.01 0.10 -0.32
C -3.4416 -1.9327 -3.1880 -0.07 -0.03 0.13 -1.10
C -2.5359 -2.0295 -2.1394 -0.16 -0.14 -0.26 0.02
N -2.7441 -1.4817 -0.9490 -0.05 -0.24 0.15 0.10
C -3.8735 -0.8108 -0.7703 -0.19 0.00 0.06 -0.08
C -4.8415 -0.6543 -1.7503 0.03 -0.15 0.01 -0.90
H -5.3595 -1.1600 -3.7731 -0.03 0.05 -0.09 0.44
H -3.2248 -2.4007 -4.1347 0.06 -0.05 -0.11 0.49
H -1.6025 -2.5601 -2.2644 0.00 -0.04 -0.06 0.50
H -4.0107 -0.3747 0.2120 -0.06 0.09 0.10 0.25
H -5.7441 -0.0976 -1.5476 -0.05 0.06 0.04 0.48
F -0.8410 -4.4240 -0.1507 -0.20 0.09 -0.14 -0.16
C 0.4639 -4.7518 -0.2844 -0.79 -0.13 0.55 0.28
F 0.4948 -5.8215 -1.0543 0.23 0.44 -0.18 -0.18
F 0.8845 -5.0447 0.9407 0.25 0.14 -0.09 -0.20
S 1.1575 -3.1225 -0.9674 0.41 -1.50 -0.78 1.06
O 0.6434 -2.2417 0.0797 -0.10 -0.16 0.47 -0.17
O 0.5153 -3.0004 -2.2298 -0.01 0.05 -0.30 -0.93
N 2.7052 -3.0008 -0.9720 -0.34 0.16 0.28 -0.16
S 3.6147 -4.2931 -1.0704 0.45 -0.61 -0.63 0.92
O 4.9480 -4.0266 -0.6573 0.10 0.43 -0.08 -0.66
O 2.9335 -5.4348 -0.5470 0.29 -0.35 -0.06 -0.63
C 3.7019 -4.6005 -2.9181 0.03 -0.02 0.02 0.73
F 4.5589 -5.5802 -3.1991 0.05 -0.03 0.27 -0.23
F 2.5016 -4.9602 -3.3701 -0.15 0.01 0.12 -0.20
F 4.0875 -3.5136 -3.5791 0.05 0.20 0.14 -0.23
O 0.6406 -0.1633 -3.2875 -0.57 -0.01 0.36 -0.72
C -0.2988 0.1112 -2.5611 0.31 0.37 -2.18 0.27
O -0.3031 -0.0963 -1.2841 -0.02 -0.04 -0.94 1.00
C -1.5170 0.8007 -3.1038 -0.05 0.08 0.28 0.41
C -2.3628 1.5026 -2.2494 0.21 -0.11 0.03 0.13
C -3.4444 2.1915 -2.7636 -0.09 0.19 -0.13 -1.08
C -3.6964 2.1772 -4.1268 -0.06 0.05 0.15 -0.62
C -2.8639 1.4668 -4.9761 0.08 -0.06 -0.11 -0.70
C -1.7729 0.7857 -4.4703 0.13 0.00 0.08 -0.83
H -2.1640 1.5041 -1.1839 -0.01 -0.01 -0.04 0.46
H -4.0940 2.7443 -2.1013 -0.07 0.05 0.07 0.46
H -4.5417 2.7215 -4.5233 -0.06 0.02 -0.04 0.41
H -3.0585 1.4497 -6.0375 -0.04 0.00 -0.12 0.44
H -1.1066 0.2376 -5.1180 0.09 -0.05 -0.06 0.55
```
Forces are in eV/Å.

---

Record 2
C36H36FI2N3O4SScSi | the ωB97M-V functional and the def2-TZVPD basis

Its net charge is -1. The calculated total energy is -4002.622023 Ha.

XYZ file:
```
85
Properties=species:S:1:pos:R:3:forces:R:3:mulliken_charge:R:1
Sc -0.1130 0.4179 -0.1157 -0.18 0.10 0.04 -1.44
I -2.9871 7.3783 -2.8552 0.03 -0.05 0.02 -0.01
C -2.0529 5.6988 -2.0156 0.00 0.13 0.01 -0.42
C -1.1544 5.8632 -0.9721 -0.02 -0.16 -0.03 -0.26
C -0.5492 4.7403 -0.4328 0.07 -0.02 0.08 -0.61
I 0.7808 4.9310 1.1676 -0.05 -0.01 -0.07 -0.03
C -0.7926 3.4307 -0.9100 -0.12 -0.05 0.14 -0.27
O -0.2081 2.3993 -0.4130 0.29 0.72 -0.28 0.19
C -1.7403 3.3111 -1.9584 -0.07 0.03 -0.11 0.67
C -2.0696 1.9327 -2.4718 0.01 0.06 0.14 -0.75
N -2.4479 1.0348 -1.3803 0.08 -0.16 0.12 0.42
C -3.6730 1.3922 -0.6894 0.07 0.03 0.02 -1.37
C -3.5302 1.4848 0.8168 0.04 -0.03 -0.08 0.76
C -4.6693 1.5762 1.6119 -0.05 0.01 0.01 -1.01
C -4.5243 1.7128 2.9789 -0.02 -0.01 -0.01 -0.44
C -3.2447 1.7571 3.5117 0.00 0.01 0.02 -0.85
C -2.1720 1.6446 2.6463 0.00 0.02 -0.04 -0.60
N -2.3076 1.5063 1.3252 0.20 -0.06 0.22 0.78
C -2.3503 4.4326 -2.4963 0.00 -0.08 0.04 -0.44
H -0.9316 6.8447 -0.5776 0.00 -0.01 0.00 0.38
H -1.1974 1.4929 -2.9581 0.04 -0.02 0.01 -0.02
H -2.8599 2.0214 -3.2288 -0.04 0.00 -0.06 0.41
H -2.4536 0.0749 -1.6935 -0.02 0.00 -0.05 0.08
H -4.4853 0.6979 -0.9212 -0.04 -0.06 0.00 0.39
H -3.9982 2.3779 -1.0342 -0.04 0.04 -0.03 0.36
H -5.6511 1.5335 1.1542 0.02 0.00 0.01 0.47
H -5.3941 1.7783 3.6213 0.00 0.00 -0.01 0.38
H -3.0773 1.8613 4.5760 0.00 0.00 -0.03 0.46
H -1.1539 1.6442 3.0195 -0.02 0.00 -0.02 0.38
H -3.0712 4.3098 -3.2972 0.01 0.00 0.01 0.39
C 2.5614 0.3383 5.2123 -0.19 0.09 -0.04 -0.93
Si 3.6179 -0.7945 4.1810 0.14 -0.05 -0.02 0.22
C 3.7703 -2.4107 5.1270 0.03 -0.12 0.05 -1.11
C 5.3277 -0.0395 4.0373 0.11 0.08 0.00 -1.11
C 3.0419 -1.2552 2.4519 -0.15 0.08 -0.03 0.37
C 3.6510 -2.3491 1.8516 -0.03 0.02 0.01 0.02
C 3.2742 -2.7932 0.5861 0.04 -0.01 0.05 -1.49
C 2.2448 -2.1220 -0.0362 -0.15 -0.01 -0.08 -0.45
N 1.6527 -1.0588 0.4979 -0.14 0.05 0.04 0.33
C 2.0424 -0.5838 1.6980 0.18 -0.16 0.04 0.56
S 1.2538 0.8846 2.1643 0.01 -0.03 -0.08 -0.48
H 2.9849 0.3803 6.2219 -0.02 -0.01 -0.03 0.34
H 1.5315 -0.0233 5.2759 0.07 0.04 0.01 0.27
H 2.5283 1.3441 4.7910 -0.01 -0.06 0.06 0.30
H 4.1587 -2.2352 6.1359 -0.03 -0.01 -0.07 0.32
H 4.4422 -3.1139 4.6267 -0.04 0.01 0.07 0.32
H 2.7919 -2.8927 5.2176 0.07 0.02 0.00 0.31
H 5.7548 0.1459 5.0290 -0.01 0.00 -0.08 0.31
H 5.2807 0.9137 3.5014 0.01 -0.07 0.03 0.32
H 6.0065 -0.7003 3.4895 -0.03 0.05 0.03 0.33
H 4.4392 -2.8816 2.3785 -0.04 0.02 -0.03 0.23
H 3.7447 -3.6457 0.1155 -0.01 0.01 0.01 0.40
H 1.8631 -2.4418 -1.0012 0.00 0.02 0.00 0.55
C -1.5697 -3.5932 -5.6416 0.08 0.02 -0.02 -0.77
O -0.2878 -3.0758 -5.9553 -0.16 -0.08 -0.04 -0.49
C 0.2623 -2.2098 -5.0647 0.01 0.04 0.07 1.18
C 1.5308 -1.7102 -5.4188 -0.04 -0.03 -0.03 -1.15
C 2.1537 -0.8475 -4.5595 0.04 0.06 0.04 -0.91
C 1.5751 -0.4351 -3.3436 0.09 0.01 0.00 0.67
C 2.2759 0.4780 -2.4477 0.03 -0.07 -0.19 0.66
C 3.6714 0.9469 -2.7983 0.02 0.02 -0.08 -2.15
O 1.7912 0.8950 -1.4042 -0.03 0.08 0.30 -0.15
C 0.2838 -0.9252 -2.9997 0.06 0.06 0.11 -0.41
O -0.3366 -0.5854 -1.9248 -0.03 -0.28 -0.19 1.35
C -0.3478 -1.8316 -3.8913 0.02 0.01 -0.04 -0.60
H -1.8459 -4.2476 -6.4636 0.02 -0.01 -0.03 0.24
H -2.3085 -2.7940 -5.5499 0.00 0.02 -0.01 0.31
H -1.5498 -4.1663 -4.7119 0.02 -0.01 0.01 0.31
H 1.9789 -2.0197 -6.3538 -0.01 0.01 0.04 0.43
H 3.1291 -0.4640 -4.8345 -0.03 -0.01 0.02 0.43
H 4.3194 0.1099 -3.0626 -0.01 0.04 0.01 0.46
H 4.0764 1.4703 -1.9365 -0.01 0.01 0.00 0.35
H 3.6363 1.6342 -3.6479 0.01 -0.05 0.01 0.42
H -1.3150 -2.2072 -3.5896 0.01 0.01 -0.01 0.26
F -3.5808 -4.4801 2.3830 -0.04 -0.05 0.03 -0.38
C -2.8664 -3.4338 1.8749 0.03 0.05 -0.03 0.41
C -2.0857 -2.6766 2.7220 0.03 0.07 0.01 -0.81
C -1.3664 -1.6105 2.1842 -0.07 0.00 0.10 0.10
C -1.3861 -1.2616 0.8243 0.03 -0.24 -0.09 1.14
C -2.1901 -2.0928 0.0313 -0.08 -0.03 -0.02 0.04
C -2.9378 -3.1637 0.5275 0.02 0.03 -0.03 -0.85
H -2.0454 -2.9181 3.7786 0.00 0.00 -0.03 0.43
H -0.7636 -1.0227 2.8731 0.01 -0.02 -0.01 0.32
H -2.2338 -1.9249 -1.0445 0.01 -0.03 0.04 -0.22
H -3.5520 -3.7842 -0.1156 0.01 0.01 0.01 0.46
```
Forces are in eV/Å.

---

| no. | maximum force (eV/A) |
| --- | --- |
| 1 | 2.2 |
| 2 | 0.8 |